Record 1
Computed, not measured: a structure of composition C3H14CeNO at a distorted geometry, with ωB97M-V/def2-TZVPD.

## Properties
F_max: 0.0399 Eh/bohr
Charge: +1
HOMO-LUMO gap (alpha / beta): 8.79 / 8.80 eV
Relative energy (zero: lowest compared OMol25 entry of this formula, charge and spin): 13.2 kJ/mol
DFT total energy: -19792.988 eV
Molecular weight: 220.27 g/mol

XYZ file:
```
20
C3H14CeNO ωB97M-V/def2-TZVPD
Ce -1.0573 -0.1210 -1.5426
O -0.2367 -0.6124 0.6801
N 0.3643 2.3701 -0.9382
C -1.6727 -2.2723 -1.1169
C 2.0034 0.0896 1.2628
C 0.6670 -0.3853 1.7753
H 0.0533 3.1271 -1.5580
H 0.2024 0.3531 2.4311
H -2.0402 -2.6715 -0.1702
H -0.9574 -1.2362 0.9204
H 1.3775 2.3152 -1.0430
H 2.6273 0.3741 2.1084
H 1.9265 0.9591 0.5915
H -2.3654 0.8277 -0.6930
H -0.7973 -2.8605 -1.4662
H -2.4499 -2.3385 -1.9022
H -1.1249 1.4221 -2.4027
H 2.5254 -0.7062 0.7234
H 0.7842 -1.3244 2.3261
H 0.1705 2.6902 0.0138
```

---

Record 2
Computed, not measured: a cluster of 3 separate species, C36H68BClF9IN7O3 in total at a distorted geometry, with ωB97M-V/def2-TZVPD.

## Properties
F_max: 0.1679 Eh/bohr
Charge: +1
HOMO-LUMO gap: 5.55 eV
Relative energy (zero: lowest compared OMol25 entry of this formula, charge and spin): 974.2 kJ/mol
DFT total energy: -100740.111 eV
Molecular weight: 991.14 g/mol

XYZ file:
```
126
C36H68BClF9IN7O3 ωB97M-V/def2-TZVPD
I 4.5526 1.5577 -0.7059
Cl 0.5199 -1.2421 -7.0453
F -1.5858 -1.9704 -4.7985
F -2.9579 -5.1228 -1.9340
F -5.0673 -4.6007 -2.8772
F -4.1506 -1.8903 -3.9075
F -2.4861 -1.1051 -1.7058
F -3.2508 -3.8879 -4.7284
F -4.2473 -3.3248 -1.0597
F -0.9618 -3.8946 -3.6712
F -1.1519 -2.9355 -1.1874
O -1.7468 0.7837 -4.2294
O -0.9902 2.5538 -2.8392
O 1.0572 1.2305 -6.1851
N 4.7226 -1.5468 0.7819
N 1.8301 1.1416 -2.3160
N 1.5409 2.0003 -1.3282
N 2.1154 5.5732 5.2768
N 1.9331 -4.0205 -4.4816
N -1.0435 1.6017 1.2123
N -3.8587 -5.9996 3.5256
C 0.7451 4.0939 -0.0437
C 0.6612 0.2700 -2.8502
C -2.2160 1.0801 -6.7976
C 1.9004 6.2019 7.6950
C -1.6298 -2.5511 -3.4384
C -1.1829 -1.7472 -2.1573
C -1.9908 1.7458 -5.3115
C -4.6723 -5.7855 2.3262
C 3.2268 3.3484 5.8754
C -3.2455 -3.0099 -3.4854
C -1.1556 0.9651 -0.0328
C 1.4032 5.3239 4.0194
C -3.8014 -3.9728 -2.3305
C -3.9355 -6.0717 1.0200
C -0.2654 -0.3256 -0.2779
C 3.2573 -1.1032 0.5837
C 0.9181 0.0112 -5.6749
C -2.5935 -5.2674 3.5916
C 1.4380 -1.8969 -1.3531
C 2.6348 -3.4788 -3.3937
C -5.3443 -4.7078 5.1609
C -0.5977 6.0540 -1.3647
C -2.6494 -3.7457 3.4996
C 1.2272 5.6536 6.4391
C 0.6721 3.9927 3.8737
C -4.6429 -6.0035 4.7647
C 1.7893 -3.2868 -2.0322
C 2.8332 -1.0428 -1.0375
C 4.2176 -3.2228 -3.7077
C 1.5608 3.4375 -1.3514
C 0.1430 -0.9276 -1.7951
C 3.3509 4.8095 5.4548
C 0.7095 5.7343 -0.3712
C 2.4655 1.9638 -3.4549
C 3.0192 0.3429 -1.7977
C 1.1635 -0.5846 -4.1990
B -0.6464 1.1728 -3.3415
H -0.2493 6.5662 -2.3822
H 2.6813 -1.9784 1.1613
H 1.2418 3.8391 0.9811
H 2.0990 5.4370 3.1788
H 1.1571 6.3287 8.4898
H 2.3522 -0.7467 -4.1993
H -2.0780 -0.0820 -6.8428
H -6.0637 -4.9107 5.9637
H -5.9023 -4.2640 4.3310
H -1.1203 2.5514 -5.4449
H 3.3673 2.6344 -3.1329
H 4.5212 -3.3398 -4.8535
H 1.1156 -2.2708 -0.2547
H -3.2669 1.4311 -7.1970
H 0.9248 -4.1142 -2.0498
H 0.0082 4.0324 3.0014
H 0.3967 6.3326 6.2046
H -4.0059 -6.3275 5.5972
H 1.6635 5.9370 -1.0376
H 5.2967 -1.3385 -0.0616
H -5.4068 -6.7874 4.6790
H 1.0804 4.0231 -2.2742
H 3.6921 0.1087 -2.7606
H -5.0761 -4.7681 2.2880
H -3.1242 -5.3590 0.8432
H -1.4143 1.5533 -7.5399
H -5.5349 -6.4644 2.3569
H 3.9495 4.8597 4.5351
H -0.7927 -1.1548 0.4046
H 0.0502 3.7601 4.7432
H 0.7189 -0.1429 0.3800
H -2.9428 2.3799 -4.9968
H -1.9440 -5.6307 2.7864
H 1.3638 3.1656 3.7055
H 2.9507 2.7086 5.0357
H -4.6294 -5.9896 0.1762
H 0.6553 6.3818 0.6015
H -4.6420 -3.9674 5.5473
H 0.7800 4.6818 6.6742
H -0.5893 3.2497 -3.4362
H 0.7918 -1.6874 -4.2050
H 4.1943 2.9895 6.2430
H -0.3349 1.1011 1.8064
H -1.1675 5.0751 -1.6912
H -0.3633 3.7417 -0.1682
H 2.5012 3.2014 6.6801
H 1.5986 1.6742 -0.3512
H 1.7213 2.7079 -3.9879
H -1.3976 6.7406 -0.8350
H 2.3575 7.1793 7.5054
H 4.9589 -3.8730 -3.0440
H 3.6843 -1.7791 -1.4522
H -3.3173 -3.3954 2.7080
H -3.5191 -7.0850 1.0133
H -2.0029 1.4560 -0.7149
H 4.4795 -2.0883 -3.4570
H 2.5572 -4.1209 -5.3094
H 2.9405 1.3461 -4.3283
H -2.0568 -5.5434 4.5095
H 2.6590 3.8978 -1.2599
H 0.6689 6.1283 3.8814
H 2.6702 5.5238 8.0759
H -2.9608 -3.2953 4.4434
H 2.5336 -3.8058 -1.2358
H 4.6932 -2.6105 0.8151
H 3.9684 5.3242 6.2005
H -1.6505 -3.3553 3.2760
H 2.9686 -0.1443 1.1798
```

---

Record 3
Computed, not measured: a cluster of 2 separate species, C4H6N2O3S in total at a distorted geometry, with ωB97M-V/def2-TZVPD.

## Properties
F_max: 0.1124 Eh/bohr
HOMO-LUMO gap (alpha / beta): 6.98 / 6.89 eV
Relative energy (zero: lowest compared OMol25 entry of this formula, charge and spin): 440.2 kJ/mol
DFT total energy: -24197.415 eV
Molecular weight: 162.17 g/mol

XYZ file:
```
16
C4H6N2O3S ωB97M-V/def2-TZVPD
S 0.4464 -0.6194 -2.3919
O -1.6964 -1.0980 0.5896
O 1.3395 1.2510 0.0759
O 0.9999 1.7103 2.2533
N -1.7114 -2.3156 -1.3337
N -0.6848 -0.3334 -1.3019
C -1.3473 -1.2325 -0.5716
C -0.1226 1.0948 1.7131
C 1.8124 2.0436 1.1085
C 0.1983 0.6328 0.5052
H 1.0808 -1.8645 -1.9430
H -1.4772 -2.1851 -2.3184
H -2.4052 -2.9509 -0.9351
H -0.8804 0.6871 2.4343
H 1.5457 3.2317 0.9454
H 2.9023 1.9481 1.1704
```